[1]
Computed, not measured: the molecule C4H4N2, with wB97M-V/def2-TZVPD.

```
10
C4H4N2 (wB97M-V/def2-TZVPD)
C 0.02 -0.87 0.72
C 0.97 0.30 0.51
C 0.66 1.29 -0.37
N -0.63 1.11 -1.29
N -1.33 0.07 -1.22
C -1.04 -1.05 -0.13
H 0.33 -1.46 1.61
H 1.87 0.17 1.15
H 1.12 2.25 -0.67
H -1.83 -1.82 -0.25
```

Calculated values
lowest unoccupied orbital energy	0.57	eV
SMILES string	c1ccnnc1
HOMO energy	-8.971	eV
2S+1	1

Atomic partial charges in e from the natural (NBO) method, atoms 1 to 4: C -0.24; C -0.24; C -0.08; N -0.14



[2]
Computed, not measured: a 2-piece molecular cluster, CH4NO overall, with wB97M-V/def2-TZVPD.

```
7
CH4NO (wB97M-V/def2-TZVPD)
O 0.94 -1.72 0.27
H 1.92 -1.61 0.27
C -0.82 0.71 0.34
N -0.40 1.33 -0.67
H -1.44 1.18 1.11
H -0.69 -0.38 0.43
H 0.46 0.98 -1.08
```

Calculated values
lowest unoccupied orbital energy (spin up / spin down)	0.80 / -2.41	eV
HOMO energy (spin up / spin down)	-9.397 / -9.374	eV
<S²>	0.75
2S+1	2

Atomic partial charges in e from the natural (NBO) method, atoms 1 to 4: O -0.43; H 0.42; C -0.02; N -0.62



[3]
Computed, not measured: an isolated ion of composition C5H11O2 and charge -1, with wB97M-V/def2-TZVPD.

```
18
C5H11O2 (wB97M-V/def2-TZVPD)
O 0.83 -1.70 0.87
C 1.52 -0.56 1.13
C 1.36 0.85 0.33
C -0.06 1.22 -0.19
C -0.73 0.29 -1.18
C -1.78 -0.78 -0.67
O -1.88 -1.05 0.73
H 2.61 -0.75 0.97
H 1.34 -0.31 2.19
H 1.96 0.75 -0.59
H 1.94 1.40 1.08
H -0.72 1.29 0.72
H 0.21 2.14 -0.75
H 0.03 -0.22 -1.79
H -1.40 0.83 -1.85
H -1.56 -1.71 -1.15
H -2.74 -0.25 -0.77
H -0.93 -1.44 0.92
```

Calculated values
total charge	-1
lowest unoccupied orbital energy	4.21	eV
SMILES string	[O-]CCCCCO
HOMO energy	-2.851	eV
2S+1	1

Atomic partial charges in e from the natural (NBO) method, atoms 1 to 4: O -0.96; C -0.01; C -0.44; C -0.43



[4]
Computed, not measured: C38H59Br7N4O4S2 as an isolated structure, with wB97M-V/def2-TZVPD.

```
114
C38H59Br7N4O4S2 (wB97M-V/def2-TZVPD)
C -4.65 -2.50 -1.20
C -5.28 -1.86 -2.56
O -5.87 -0.75 -2.39
N -5.21 -2.55 -3.85
C -4.89 -4.00 -3.71
C -4.34 -1.85 -4.84
C -2.78 -2.24 -4.77
C -1.77 -1.11 -5.33
C -0.30 -1.49 -4.81
C 0.47 -0.35 -3.97
C 1.37 0.48 -5.05
C 2.55 1.17 -4.16
C 3.77 0.13 -3.91
N 4.52 0.42 -2.63
O -0.37 0.64 -3.33
C -1.12 0.12 -2.22
C -0.23 -0.44 -1.00
C -0.41 -2.02 -0.79
C 0.98 -2.77 -0.47
O 2.07 -2.52 -1.03
O 0.97 -3.83 0.49
C -2.18 1.27 -1.79
N -3.21 1.28 -2.90
Br -3.23 0.78 -0.15
C -1.58 2.75 -1.76
C -0.31 2.96 -0.80
C -0.68 3.18 0.77
S 0.56 2.21 1.76
C -0.28 1.26 3.14
S -1.20 -0.05 2.69
N -0.01 1.74 4.51
C 1.01 0.95 5.22
C 2.45 0.94 4.57
C 3.65 0.17 5.15
C 3.46 -0.66 6.45
C 2.05 -0.63 7.11
C 0.83 0.16 6.54
C -1.22 2.02 5.29
C -1.43 3.51 5.74
C -2.71 3.93 6.54
C -3.79 2.87 6.96
C -3.59 1.37 6.54
C -2.31 1.02 5.72
H -4.84 -1.81 -0.30
H -5.22 -3.48 -0.96
H -3.54 -2.77 -1.33
H -3.89 -4.21 -3.17
H -5.71 -4.45 -3.03
H -4.91 -4.57 -4.69
H -4.72 -2.18 -5.89
H -4.49 -0.71 -4.81
H -2.65 -3.19 -5.42
H -2.53 -2.56 -3.69
H -2.10 -0.04 -5.13
H -1.76 -1.25 -6.48
H -0.41 -2.40 -4.10
H 0.41 -1.84 -5.65
H 1.22 -0.87 -3.29
H 1.88 -0.27 -5.76
H 0.73 1.25 -5.59
H 2.91 2.16 -4.60
H 2.15 1.40 -3.09
H 4.54 0.18 -4.76
H 3.41 -0.96 -3.81
H 4.78 1.42 -2.64
H 5.42 -0.09 -2.61
H -1.76 -0.77 -2.57
H -0.41 0.18 -0.05
H 0.89 -0.28 -1.26
H -0.78 -2.50 -1.78
H -1.19 -2.30 0.00
H 1.90 -4.10 0.61
H -3.56 0.33 -3.06
H -2.77 1.67 -3.76
H -1.26 3.12 -2.81
H -2.41 3.45 -1.39
H 0.18 3.95 -1.13
H 0.50 2.17 -0.88
H -1.77 2.98 1.03
H -0.49 4.29 1.03
H 2.61 1.55 3.62
H 4.69 0.19 4.65
H 4.33 -1.26 6.86
H 1.94 -1.25 8.07
H -0.17 0.16 7.07
H -0.64 4.28 5.41
H -2.89 5.02 6.84
H -4.71 3.20 7.55
H -4.37 0.56 6.79
H -2.20 -0.08 5.39
Br 6.38 1.48 1.81
C 8.09 1.46 2.75
C 8.39 0.09 3.30
Br 7.35 -0.28 4.90
H 8.03 2.23 3.52
H 8.83 1.75 2.01
H 9.43 0.03 3.62
H 8.18 -0.71 2.59
Br -3.24 -5.18 -8.07
C -2.81 -3.43 -8.81
C -1.46 -3.45 -9.50
Br -0.01 -3.41 -8.20
H -2.87 -2.72 -7.99
H -3.60 -3.23 -9.53
H -1.33 -2.55 -10.10
H -1.31 -4.33 -10.12
Br 4.11 1.42 9.93
C 3.22 3.12 9.62
C 1.72 2.97 9.68
Br 1.02 2.15 8.05
H 3.57 3.50 8.65
H 3.57 3.78 10.41
H 1.24 3.95 9.74
H 1.38 2.35 10.52
```

Calculated values
lowest unoccupied orbital energy	-0.81	eV
HOMO energy	-7.762	eV
2S+1	1

Atomic partial charges in e from the Mulliken method, atoms 1 to 4: C -0.69; C 0.61; O -0.58; N 0.14



[5]
Computed, not measured: C54H41GeN3O7PPbSe as an isolated structure, with wB97M-V/def2-TZVPD.

```
109
C54H41GeN3O7PPbSe (wB97M-V/def2-TZVPD)
Pb 11.99 14.79 14.23
C 8.31 18.86 10.57
C 8.35 17.69 11.51
C 9.03 16.47 11.22
C 9.02 15.45 12.11
C 8.12 15.42 13.21
C 7.40 16.60 13.46
C 7.59 17.78 12.69
H 8.85 19.73 11.05
H 7.27 19.26 10.35
H 8.79 18.68 9.58
H 9.72 16.49 10.36
H 9.66 14.61 11.90
H 8.10 14.59 13.88
H 6.60 16.65 14.19
H 7.20 18.75 13.09
O 10.77 12.43 11.61
C 11.93 12.71 11.91
O 12.40 12.77 13.17
C 12.95 13.13 10.91
C 12.98 12.65 9.63
C 13.86 13.23 8.72
C 14.81 14.35 8.97
C 14.95 14.50 10.42
C 13.77 14.21 11.17
O 13.27 15.18 12.00
N 19.36 22.00 8.52
O 17.15 15.43 10.54
O 19.30 23.12 8.42
N 13.95 12.60 7.49
O 13.38 11.47 7.37
O 14.64 13.13 6.57
H 12.31 11.86 9.33
H 15.78 14.39 8.52
C 13.10 21.85 12.48
C 11.91 21.19 12.73
C 11.87 19.81 13.04
C 13.07 19.08 13.00
C 14.31 19.75 12.66
C 14.30 21.12 12.44
P 13.29 17.44 13.50
C 13.93 16.53 11.84
C 15.35 16.23 11.97
C 15.90 15.35 11.04
C 13.82 15.45 8.61
C 13.56 16.67 9.17
C 13.44 17.12 10.55
C 14.62 17.23 14.73
C 15.29 18.36 15.30
C 16.50 18.13 16.03
C 16.89 16.86 16.31
C 16.05 15.76 16.15
C 16.48 14.42 16.40
C 15.74 13.33 15.99
C 14.52 13.49 15.38
C 14.06 14.78 15.18
C 14.90 15.92 15.34
H 13.08 22.93 12.43
H 10.95 21.72 12.61
H 10.93 19.32 13.21
H 15.25 19.26 12.64
H 15.25 21.64 12.29
H 15.92 16.89 12.61
H 17.67 16.06 11.04
H 13.30 15.30 7.66
H 13.08 17.41 8.55
H 12.98 18.10 10.63
H 14.95 19.36 15.16
H 17.12 19.00 16.37
H 17.93 16.74 16.64
H 17.44 14.32 16.92
H 16.10 12.28 16.12
H 13.92 12.64 15.05
C 10.77 12.39 17.60
Ge 11.16 11.21 15.96
C 9.32 11.01 15.29
C 8.78 11.84 14.27
C 7.39 11.99 14.11
C 6.53 11.44 15.02
C 7.01 10.54 16.01
C 8.38 10.37 16.09
C 11.73 9.45 16.72
C 11.18 9.01 17.95
C 11.46 7.74 18.50
C 12.29 6.88 17.83
C 12.80 7.28 16.59
C 13.65 6.38 15.72
C 13.65 6.51 14.25
C 13.26 7.81 13.75
C 13.27 8.83 14.77
C 12.54 8.53 16.06
H 9.67 12.34 17.63
H 11.16 13.38 17.44
H 11.19 11.98 18.54
H 9.46 12.32 13.62
H 7.05 12.50 13.26
H 5.48 11.67 14.92
H 6.30 9.98 16.60
H 8.77 9.56 16.76
H 10.58 9.68 18.51
H 11.13 7.42 19.49
H 12.53 5.85 18.14
H 13.78 5.34 16.10
H 13.64 5.54 13.72
H 13.28 8.12 12.70
H 13.15 9.79 14.30
Se 16.18 9.21 14.17
C 14.66 8.31 14.69
N 14.87 6.91 15.07
```

Calculated values
total charge	-2
lowest unoccupied orbital energy (spin up / spin down)	2.64 / 2.15	eV
HOMO energy (spin up / spin down)	-0.667 / -0.666	eV
<S²>	1.79
2S+1	2

Atomic partial charges in e from the Mulliken method, atoms 1 to 4: Pb 0.91; C -1.27; C 1.11; C -0.72



[6]
Computed, not measured: C36H42BF4InN5O6P2 as an isolated structure, with wB97M-V/def2-TZVPD.

```
97
C36H42BF4InN5O6P2 (wB97M-V/def2-TZVPD)
In -2.20 0.73 0.37
C 0.75 3.02 2.25
C -0.58 3.53 1.81
N -1.51 2.90 1.13
C -2.55 3.79 0.96
C -2.22 5.00 1.53
N -0.99 4.79 2.07
C -2.83 6.37 1.62
O -3.99 6.52 1.05
O -2.20 7.24 2.20
C -3.83 3.40 0.31
O -4.66 4.31 0.08
O -3.92 2.18 0.07
H 0.92 2.06 1.78
H 0.75 2.89 3.33
H 1.55 3.71 1.98
H -0.45 5.50 2.52
H -4.32 5.66 0.62
C -1.60 -3.11 -2.30
C -2.80 -3.75 -1.99
C -3.50 -3.38 -0.85
C -2.98 -2.36 -0.03
N -1.85 -1.74 -0.38
C -1.18 -2.10 -1.46
C -3.68 -1.82 1.15
C -4.62 -2.61 1.84
C -5.28 -2.12 2.95
C -5.03 -0.82 3.36
C -4.10 -0.04 2.68
C -3.42 -0.52 1.58
H -1.04 -3.42 -3.18
H -3.18 -4.52 -2.65
H -4.48 -3.81 -0.65
H -0.27 -1.54 -1.66
H -4.80 -3.64 1.54
H -5.97 -2.74 3.51
H -5.54 -0.42 4.22
H -3.92 0.96 3.04
C 2.38 -0.03 2.03
P 1.19 -0.94 0.94
C 2.47 -1.16 -0.39
N 3.46 -1.97 -0.16
C 4.49 -2.00 -1.04
C 5.59 -2.83 -0.79
C 6.65 -2.84 -1.67
C 6.63 -2.01 -2.82
C 5.56 -1.20 -3.08
C 4.47 -1.16 -2.19
N 3.45 -0.31 -2.40
C 2.46 -0.28 -1.54
P 1.11 1.00 -1.69
C 2.09 2.42 -1.07
C 1.03 1.34 -3.51
C 0.06 2.52 -3.69
C 2.32 1.73 -4.25
C 0.40 0.09 -4.17
C 1.11 -2.61 1.74
C 2.27 -2.95 2.68
C -0.20 -2.59 2.57
C 0.99 -3.74 0.69
H 3.25 -0.64 2.19
H 1.88 0.23 2.96
H 2.70 0.88 1.51
H 5.58 -3.45 0.09
H 7.50 -3.47 -1.49
H 7.46 -2.03 -3.51
H 5.53 -0.55 -3.95
H 3.03 2.52 -1.62
H 2.32 2.28 -0.02
H 1.47 3.32 -1.17
H 0.50 3.44 -3.30
H -0.90 2.37 -3.22
H -0.08 2.69 -4.76
H 2.77 2.62 -3.82
H 2.04 1.96 -5.28
H 3.06 0.92 -4.29
H -0.57 -0.15 -3.74
H 1.04 -0.78 -4.06
H 0.25 0.27 -5.24
H 2.32 -2.27 3.54
H 3.22 -2.93 2.14
H 2.12 -3.95 3.08
H -0.17 -1.83 3.34
H -0.31 -3.56 3.06
H -1.08 -2.42 1.95
H 1.91 -3.88 0.13
H 0.18 -3.59 -0.02
H 0.78 -4.67 1.22
F -1.21 2.13 4.43
B -0.90 0.76 4.15
F 0.42 0.45 4.62
F -1.84 -0.12 4.70
F -0.87 0.60 2.69
O -3.77 -0.16 -1.64
C -2.99 0.55 -2.23
O -1.99 1.13 -1.70
H -3.12 0.74 -3.33
```

Calculated values
total charge	-1
lowest unoccupied orbital energy	1.27	eV
HOMO energy	-5.957	eV
2S+1	1

Atomic partial charges in e from the Mulliken method, atoms 1 to 4: In 1.36; C -0.56; C -0.24; N 0.67



[7]
Computed, not measured: the molecule C4H6N4O2, with wB97M-V/def2-TZVPD.

```
16
C4H6N4O2 (wB97M-V/def2-TZVPD)
N 0.69 -1.61 1.64
C 0.08 -0.43 1.79
O 0.90 0.39 2.28
C -0.97 0.01 0.77
O -1.78 -1.11 0.50
C -0.35 0.57 -0.47
C -0.14 1.86 -0.91
N 0.43 1.80 -2.14
N 0.61 0.56 -2.47
N 0.13 -0.19 -1.48
H 0.09 -2.39 1.42
H 1.71 -1.18 2.11
H -1.52 0.82 1.27
H -2.62 -0.82 0.13
H -0.38 2.80 -0.42
H 0.13 -1.20 -1.57
```

Calculated values
lowest unoccupied orbital energy	0.18	eV
SMILES string	NC(=O)[C@H](O)c1cnn[nH]1
HOMO energy	-9.896	eV
2S+1	1

Atomic partial charges in e from the natural (NBO) method, atoms 1 to 4: N -0.86; C 0.63; O -0.64; C 0.00



[8]
Computed, not measured: C5H7P as an isolated structure, with wB97M-V/def2-TZVPD.

```
13
C5H7P (wB97M-V/def2-TZVPD)
C -1.80 -0.05 -0.04
C -3.10 -0.26 0.09
C -0.69 -1.07 -0.28
C 0.71 -0.61 0.16
C 1.05 0.87 -0.27
P -0.61 1.46 0.09
H -1.18 -2.01 0.22
H -0.59 -1.36 -1.30
H 0.80 -0.75 1.29
H 1.45 -1.25 -0.27
H 1.41 0.74 -1.35
H -1.24 2.78 -0.34
H -0.66 1.79 1.54
```

Calculated values
lowest unoccupied orbital energy (spin up / spin down)	-1.00 / -1.00	eV
HOMO energy (spin up / spin down)	-8.208 / -8.209	eV
2S+1	1

Atomic partial charges in e from the natural (NBO) method, atoms 1 to 4: C -0.71; C 0.26; C -0.42; C -0.45



[9]
Computed, not measured: a 2-piece molecular cluster, C5H9N overall, with wB97M-V/def2-TZVPD.

```
15
C5H9N (wB97M-V/def2-TZVPD)
C -0.08 -0.75 2.14
C 0.81 -0.02 1.12
C 0.20 0.20 -0.31
C -0.17 -0.24 -2.28
C -0.90 1.00 -2.25
N -1.34 1.99 -1.81
H -0.25 -1.79 1.84
H 0.39 -0.76 3.14
H -1.05 -0.26 2.27
H 1.83 -0.41 1.13
H 0.92 1.02 1.50
H -0.87 0.19 -0.20
H 0.66 1.09 -0.70
H -0.82 -1.07 -2.58
H 0.65 -0.18 -3.02
```

Calculated values
lowest unoccupied orbital energy	0.40	eV
HOMO energy	-10.167	eV
2S+1	1

Atomic partial charges in e from the natural (NBO) method, atoms 1 to 4: C -0.61; C -0.44; C -0.27; C -0.52



In order of appearance, energy above the lowest of the compared OMol25 structures with the same formula, charge and spin = 66.45; 26.05; 69.87; 198.56; 294.83; 0.00; 100.57; 136.75; 79.42 kcal per mole.
In order of appearance, molecular weight = 80.1; 46.0; 103.1; 1259.4; 1233.7; 904.3; 142.1; 98.1; 83.1 g/mol.
In order of appearance, total energy = -7189.807; -4635.472; -9456.999; -566468.116; -211849.182; -93060.377; -14298.185; -14579.768; -6817.551 eV.